{"formula": "C3HAuFO2", "method": "ωB97M-V with the def2-TZVPD basis set", "symbols": ["F", "O", "O", "C", "C", "C", "H", "Au"], "positions_angstrom": [[0.543, -1.092, -0.091], [-0.245, 0.658, 1.052], [-1.770, -0.711, 0.089], [0.748, 1.190, 0.384], [1.755, 1.053, -0.308], [-0.662, -0.635, 0.697], [2.409, 1.216, -1.146], [-2.777, -1.680, -0.676]], "forces_ev_per_angstrom": [[-3.798, -0.634, 1.657], [0.948, 2.838, -0.496], [9.514, 11.979, 7.743], [-3.181, -2.145, 2.644], [1.112, 1.229, -1.686], [6.528, -1.580, -1.059], [0.603, -0.023, 0.179], [-11.726, -11.663, -8.982]], "gap_ha": [0.2894, 0.2299], "e_homo_ev": [-19.433, -20.987], "multiplicity": 4, "charge": 2, "e_lumo_ev": [-11.6, -14.7]}



{"formula": "C3HBiO2", "method": "ωB97M-V with the def2-TZVPD basis set", "symbols": ["C", "C", "Bi", "O", "C", "O", "H"], "positions_angstrom": [[1.315, -0.035, -0.013], [0.102, -0.157, 0.110], [3.407, 0.096, -0.161], [-2.057, 0.597, 0.224], [-1.328, -0.357, 0.386], [-1.784, -1.589, 0.167], [-2.376, -1.880, 0.874]], "forces_ev_per_angstrom": [[2.718, 0.459, -0.427], [-0.640, -0.578, 1.099], [-1.895, -0.088, 0.091], [1.773, 0.052, 1.495], [-3.086, 0.765, -3.523], [1.672, -0.386, 1.272], [-0.542, -0.224, -0.006]], "gap_ha": [0.1910, 0.1911], "e_homo_ev": [-19.236, -19.238], "multiplicity": 1, "charge": 2, "e_lumo_ev": [-14.0, -14.0]}



{"formula": "C3HBr2F3O", "method": "ωB97M-V with the def2-TZVPD basis set", "symbols": ["O", "C", "C", "F", "F", "C", "F", "Br", "Br", "H"], "positions_angstrom": [[-0.330, 1.584, -1.093], [-0.242, 0.601, -0.393], [1.042, 0.519, 0.962], [1.340, 1.771, 1.352], [0.679, -0.224, 1.978], [-0.934, -0.669, -0.617], [-1.242, -1.396, 0.496], [-2.642, -0.420, -1.531], [0.359, -1.694, -1.739], [1.969, -0.072, 0.586]], "forces_ev_per_angstrom": [[0.122, -1.923, 1.559], [2.966, 3.024, 1.572], [0.702, -0.812, -3.386], [-0.363, -0.551, -0.312], [-1.253, -0.209, 1.430], [-1.662, -2.203, -0.699], [0.811, 0.691, -0.559], [0.521, 0.001, 0.028], [-0.549, 0.317, 0.552], [-1.294, 1.665, -0.185]], "gap_ha": 0.3550, "e_homo_ev": -10.538, "smiles": "O=C(C(F)F)C(F)(Br)Br", "multiplicity": 1, "e_lumo_ev": -0.9}



{"formula": "C3HCl3", "method": "ωB97M-V with the def2-TZVPD basis set", "symbols": ["C", "C", "C", "Cl", "Cl", "Cl", "H"], "positions_angstrom": [[-1.563, -0.624, -0.230], [-2.577, -1.215, -0.307], [0.771, 0.371, 0.090], [1.775, -0.877, -0.645], [1.014, 1.927, -0.648], [0.993, 0.416, 1.836], [-0.412, 0.001, -0.097]], "forces_ev_per_angstrom": [[6.400, 3.777, 0.513], [-5.829, -3.408, -0.449], [1.481, -0.189, 0.461], [-0.599, 0.422, 0.172], [-0.476, -0.428, 0.090], [-0.380, -0.020, -0.658], [-0.598, -0.154, -0.128]], "gap_ha": [0.2327, 0.2324], "e_homo_ev": [-10.312, -10.302], "multiplicity": 1, "e_lumo_ev": [-4.0, -4.0]}



{"formula": "C3HCl3N", "method": "ωB97M-V with the def2-TZVPD basis set", "symbols": ["C", "C", "C", "N", "Cl", "Cl", "Cl", "H"], "positions_angstrom": [[1.950, -0.239, -0.711], [0.368, -0.774, 0.994], [-1.431, 0.915, 0.027], [1.150, -0.722, -0.002], [-0.577, -2.060, 1.112], [-1.921, 2.083, 1.024], [-2.321, 0.614, -1.275], [2.783, 0.184, -1.169]], "forces_ev_per_angstrom": [[-1.828, -2.009, 1.499], [-2.517, 1.142, 2.819], [2.162, -1.244, 1.018], [4.187, 2.552, -4.209], [-1.375, -1.855, 0.408], [-0.490, 1.131, 0.898], [-1.120, -0.340, -1.601], [0.980, 0.624, -0.831]], "gap_ha": [0.2336, 0.2358], "e_homo_ev": [-13.176, -13.195], "multiplicity": 1, "charge": 1, "e_lumo_ev": [-6.8, -6.8]}



{"formula": "C3HCl3NP", "method": "ωB97M-V with the def2-TZVPD basis set", "symbols": ["C", "C", "C", "N", "P", "Cl", "Cl", "Cl", "H"], "positions_angstrom": [[0.403, 0.157, 0.659], [1.254, 0.268, -0.425], [-0.514, -0.926, 0.303], [-0.451, -1.437, -0.837], [0.941, -0.982, -1.615], [0.359, 1.011, 2.092], [-0.583, 3.183, 0.812], [-1.752, -1.292, 1.480], [0.344, 0.018, -2.469]], "forces_ev_per_angstrom": [[1.253, -0.407, -0.579], [0.089, 1.295, 1.893], [-1.597, 0.711, 1.970], [-1.340, -1.528, 0.106], [0.922, 0.829, -1.947], [0.071, 0.082, -1.016], [0.114, -0.232, 0.107], [0.195, -0.209, -0.529], [0.292, -0.542, -0.005]], "gap_ha": [0.1702, 0.1661], "e_homo_ev": [-8.994, -9.047], "multiplicity": 1, "e_lumo_ev": [-4.4, -4.5]}



For each record above, in turn, the calculated ΔE to the lowest compared entry with this formula, charge and spin values are 76.4; 50.3; 17.3; 160.1; 113.2; 133.9 kcal/mol.